(1)
{
  "formula": "C67H53ClF3NO38S",
  "method": "wB97M-V/def2-TZVPD",
  "symbols": ["C", "N", "C", "C", "C", "Cl", "C", "O", "C", "C", "C", "C", "O", "C", "F", "F", "F", "C", "C", "C", "C", "C", "C", "S", "O", "O", "O", "C", "C", "C", "O", "H", "H", "H", "H", "H", "H", "H", "H", "H", "H", "H", "H", "H", "H", "H", "H", "H", "H", "H", "H", "H", "O", "C", "C", "C", "O", "C", "O", "C", "C", "O", "H", "H", "H", "H", "O", "C", "C", "C", "O", "C", "O", "C", "C", "O", "H", "H", "H", "H", "O", "C", "C", "C", "O", "C", "O", "C", "C", "O", "H", "H", "H", "H", "O", "C", "C", "C", "O", "C", "O", "C", "C", "O", "H", "H", "H", "H", "O", "C", "C", "C", "O", "C", "O", "C", "C", "O", "H", "H", "H", "H", "O", "C", "C", "C", "O", "C", "O", "C", "C", "O", "H", "H", "H", "H", "O", "C", "C", "C", "O", "C", "O", "C", "C", "O", "H", "H", "H", "H", "O", "C", "C", "C", "O", "C", "O", "C", "C", "O", "H", "H", "H", "H"],
  "xyz": [[-6.33, 3.93, 2.49], [-6.76, 5.19, 1.86], [-6.25, 5.35, 0.48], [-4.75, 5.78, 0.56], [-3.72, 5.06, 0.03], [-3.99, 3.50, -0.83], [-2.23, 5.53, 0.16], [-1.44, 5.40, -0.74], [-1.89, 6.21, 1.53], [-0.62, 6.07, 2.21], [0.57, 5.26, 1.61], [0.61, 3.80, 2.21], [1.84, 3.15, 1.86], [-0.58, 2.89, 1.75], [-0.35, 1.57, 2.13], [-1.76, 3.23, 2.39], [-0.80, 2.87, 0.40], [-0.45, 6.72, 3.51], [-1.55, 7.49, 4.11], [-1.45, 8.17, 5.52], [0.01, 8.63, 5.91], [0.71, 7.64, 6.94], [0.42, 8.01, 8.45], [-0.54, 6.74, 9.35], [-1.60, 6.16, 8.53], [-1.13, 7.36, 10.52], [0.40, 5.48, 9.87], [-2.84, 7.65, 3.40], [-3.00, 7.00, 2.11], [-4.35, 7.10, 1.33], [-5.02, 8.10, 1.29], [-5.21, 3.88, 2.67], [-6.64, 3.02, 1.90], [-6.79, 3.83, 3.51], [-6.49, 5.96, 2.47], [-6.82, 6.16, -0.05], [-6.38, 4.37, -0.03], [0.56, 5.17, 0.50], [1.51, 5.82, 1.89], [0.59, 3.91, 3.33], [1.92, 2.43, 2.52], [0.52, 6.64, 4.07], [-1.75, 7.36, 6.25], [-2.20, 9.01, 5.58], [0.61, 8.73, 4.96], [-0.10, 9.63, 6.43], [0.29, 6.62, 6.71], [1.81, 7.68, 6.73], [1.39, 8.15, 9.00], [-0.13, 8.99, 8.45], [1.28, 5.60, 9.45], [-3.65, 8.23, 3.89], [1.30, -2.29, -2.12], [1.92, -1.46, -1.49], [3.30, -1.67, -1.06], [3.94, -0.73, -0.34], [5.21, -0.90, 0.06], [3.27, 0.55, 0.04], [3.88, 1.37, 0.71], [1.89, 0.77, -0.41], [1.26, -0.17, -1.13], [0.00, 0.01, -1.55], [3.77, -2.60, -1.34], [5.43, -0.09, 0.56], [1.43, 1.70, -0.14], [-0.23, -0.80, -2.04], [0.88, -7.40, -6.25], [0.31, -6.55, -5.58], [-1.14, -6.44, -5.52], [-1.72, -5.48, -4.79], [-3.06, -5.36, -4.72], [-0.91, -4.49, -4.02], [-1.48, -3.63, -3.38], [0.55, -4.62, -4.06], [1.12, -5.58, -4.79], [2.46, -5.72, -4.84], [-1.72, -7.16, -6.09], [-3.22, -4.60, -4.13], [1.12, -3.91, -3.48], [2.63, -6.48, -5.43], [-2.08, 4.59, 12.73], [-3.01, 4.05, 12.15], [-3.24, 4.22, 10.72], [-4.28, 3.63, 10.13], [-4.52, 3.77, 8.81], [-5.24, 2.79, 10.90], [-6.19, 2.28, 10.32], [-5.00, 2.60, 12.33], [-3.95, 3.18, 12.92], [-3.71, 3.02, 14.23], [-2.54, 4.84, 10.17], [-5.32, 3.25, 8.63], [-5.69, 1.97, 12.87], [-2.91, 3.54, 14.43], [1.41, -8.28, -9.42], [2.61, -8.25, -9.60], [3.21, -7.83, -10.86], [4.54, -7.83, -11.02], [5.10, -7.45, -12.18], [5.45, -8.25, -9.91], [6.66, -8.25, -10.10], [4.86, -8.64, -8.64], [3.53, -8.64, -8.48], [2.96, -9.00, -7.32], [2.53, -7.54, -11.65], [6.07, -7.53, -12.04], [5.53, -8.93, -7.85], [1.99, -8.92, -7.46], [8.38, -11.09, -9.52], [9.38, -11.20, -10.21], [10.40, -12.23, -9.97], [11.48, -12.30, -10.74], [12.43, -13.23, -10.54], [11.70, -11.35, -11.88], [12.71, -11.44, -12.54], [10.67, -10.35, -12.14], [9.58, -10.27, -11.37], [8.62, -9.36, -11.59], [10.23, -12.90, -9.14], [13.11, -13.07, -11.23], [10.83, -9.68, -12.97], [7.94, -9.50, -10.90], [2.33, -13.95, -14.78], [2.98, -13.22, -14.06], [4.43, -13.07, -14.19], [5.10, -12.26, -13.36], [6.44, -12.10, -13.46], [4.41, -11.49, -12.29], [5.06, -10.78, -11.54], [2.96, -11.62, -12.17], [2.28, -12.43, -13.00], [0.95, -12.56, -12.92], [4.92, -13.63, -14.97], [6.68, -11.47, -12.75], [2.47, -11.05, -11.40], [0.71, -13.20, -13.62], [-12.10, 8.38, -4.39], [-11.25, 7.93, -3.64], [-11.50, 6.80, -2.75], [-10.54, 6.36, -1.93], [-10.75, 5.32, -1.10], [-9.19, 7.00, -1.89], [-8.35, 6.57, -1.12], [-8.93, 8.11, -2.80], [-9.89, 8.56, -3.62], [-9.68, 9.58, -4.46], [-12.48, 6.35, -2.78], [-9.91, 5.19, -0.62], [-7.95, 8.55, -2.78], [-10.52, 9.70, -4.94], [2.55, 6.15, 18.33], [1.62, 5.62, 17.74], [1.39, 5.79, 16.31], [0.34, 5.20, 15.72], [0.12, 5.34, 14.40], [-0.62, 4.35, 16.49], [-1.57, 3.84, 15.92], [-0.37, 4.16, 17.92], [0.67, 4.75, 18.51], [0.92, 4.59, 19.82], [2.09, 6.41, 15.77], [-0.69, 4.82, 14.21], [-1.06, 3.53, 18.46], [1.73, 5.12, 20.00]],
  "lumo_ev": -1.7,
  "smiles": "CNCC1=C(Cl)C(=O)c2c(C[C@H](O)C(F)(F)F)cc(CCCCS(=O)(=O)O)cc2C1=O.O=C1C=C(O)C(=O)C=C1O.O=C1C=C(O)C(=O)C=C1O.O=C1C=C(O)C(=O)C=C1O.O=C1C=C(O)C(=O)C=C1O.O=C1C=C(O)C(=O)C=C1O.O=C1C=C(O)C(=O)C=C1O.O=C1C=C(O)C(=O)C=C1O.O=C1C=C(O)C(=O)C=C1O",
  "homo_energy_ev": -8.91,
  "e_tot_ev": -181136.96330
}

(2)
{
  "formula": "C67H54I3NO2P3SiTi",
  "method": "wB97M-V/def2-TZVPD",
  "symbols": ["Ti", "C", "C", "C", "C", "C", "C", "P", "C", "C", "C", "C", "C", "C", "C", "C", "C", "C", "C", "C", "Si", "C", "C", "C", "C", "C", "C", "P", "C", "C", "C", "C", "C", "C", "C", "C", "C", "C", "C", "C", "C", "C", "C", "C", "C", "C", "P", "C", "C", "C", "C", "C", "C", "C", "C", "C", "C", "C", "C", "H", "H", "H", "H", "H", "H", "H", "H", "H", "H", "H", "H", "H", "H", "H", "H", "H", "H", "H", "H", "H", "H", "H", "H", "H", "H", "H", "H", "H", "H", "H", "H", "H", "H", "H", "H", "H", "H", "H", "H", "H", "H", "I", "C", "C", "C", "C", "C", "C", "C", "O", "O", "H", "H", "H", "H", "C", "C", "C", "C", "C", "C", "N", "H", "H", "H", "H", "H", "H", "H", "H", "I", "I"],
  "xyz": [[0.43, -0.79, 0.23], [2.37, 2.67, 5.79], [1.02, 2.88, 5.53], [0.37, 2.09, 4.59], [1.04, 1.06, 3.95], [2.40, 0.88, 4.19], [3.06, 1.69, 5.11], [0.17, -0.15, 2.85], [0.59, -1.67, 3.83], [1.79, -2.30, 3.47], [2.23, -3.43, 4.15], [1.48, -3.95, 5.19], [0.29, -3.33, 5.55], [-0.14, -2.19, 4.88], [-1.60, 0.25, 3.09], [-2.23, 0.23, 4.34], [-3.59, 0.44, 4.45], [-4.35, 0.71, 3.31], [-3.72, 0.81, 2.08], [-2.34, 0.59, 1.94], [-1.45, 0.94, 0.27], [-2.77, 0.76, -1.11], [-3.40, 1.87, -1.69], [-4.40, 1.72, -2.64], [-4.80, 0.46, -3.05], [-4.17, -0.65, -2.52], [-3.14, -0.51, -1.58], [-2.29, -1.98, -0.90], [-3.83, -2.90, -0.44], [-4.30, -4.05, -1.07], [-5.47, -4.67, -0.64], [-6.18, -4.16, 0.43], [-5.72, -3.01, 1.07], [-4.57, -2.39, 0.63], [-1.74, -2.89, -2.39], [-1.77, -2.36, -3.68], [-1.34, -3.12, -4.76], [-0.87, -4.41, -4.57], [-0.79, -4.93, -3.28], [-1.22, -4.17, -2.20], [-1.33, 2.88, 0.34], [-2.42, 3.61, 0.83], [-2.49, 4.99, 0.69], [-1.47, 5.67, 0.03], [-0.36, 4.98, -0.42], [-0.28, 3.60, -0.23], [1.30, 2.70, -0.34], [2.04, 3.11, -1.97], [3.36, 2.77, -2.24], [3.92, 3.02, -3.49], [3.15, 3.61, -4.49], [1.81, 3.90, -4.24], [1.26, 3.65, -2.99], [2.27, 3.77, 0.84], [1.70, 4.01, 2.10], [2.33, 4.81, 3.04], [3.57, 5.36, 2.76], [4.16, 5.12, 1.54], [3.51, 4.34, 0.58], [2.88, 3.29, 6.53], [0.48, 3.66, 6.04], [-0.67, 2.29, 4.37], [2.96, 0.10, 3.68], [4.12, 1.53, 5.28], [2.39, -1.92, 2.66], [3.17, -3.89, 3.85], [1.81, -4.85, 5.70], [-0.30, -3.73, 6.37], [-1.08, -1.76, 5.18], [-1.65, 0.08, 5.24], [-4.06, 0.40, 5.42], [-5.42, 0.86, 3.39], [-4.31, 1.06, 1.20], [-3.12, 2.87, -1.40], [-4.87, 2.60, -3.07], [-5.59, 0.33, -3.78], [-4.48, -1.64, -2.83], [-3.76, -4.47, -1.91], [-5.82, -5.55, -1.16], [-7.08, -4.65, 0.78], [-6.27, -2.59, 1.91], [-4.22, -1.49, 1.14], [-2.11, -1.35, -3.85], [-1.39, -2.70, -5.76], [-0.56, -5.01, -5.41], [-0.39, -5.92, -3.11], [-1.13, -4.56, -1.19], [-3.24, 3.10, 1.32], [-3.34, 5.53, 1.09], [-1.52, 6.75, -0.10], [0.46, 5.52, -0.87], [3.97, 2.27, -1.49], [4.95, 2.76, -3.69], [3.58, 3.82, -5.46], [1.20, 4.32, -5.03], [0.21, 3.83, -2.82], [0.73, 3.58, 2.34], [1.85, 5.00, 3.99], [4.08, 5.97, 3.50], [5.14, 5.53, 1.31], [3.98, 4.22, -0.38], [4.24, -2.29, -7.30], [3.07, -1.58, -5.72], [2.99, -0.22, -5.49], [2.20, 0.25, -4.45], [1.50, -0.65, -3.65], [1.60, -2.02, -3.88], [2.37, -2.49, -4.93], [0.70, -0.13, -2.52], [0.34, 1.02, -2.47], [0.41, -1.01, -1.55], [3.55, 0.48, -6.10], [2.11, 1.31, -4.26], [1.08, -2.71, -3.24], [2.44, -3.55, -5.12], [-1.65, -3.17, 2.11], [-0.44, -3.56, 1.32], [-0.06, -4.85, 1.12], [1.13, -4.84, 0.34], [1.45, -3.54, 0.08], [2.67, -3.11, -0.67], [0.48, -2.70, 0.69], [-1.54, -3.48, 3.15], [-2.53, -3.69, 1.72], [-1.86, -2.11, 2.09], [-0.58, -5.72, 1.51], [1.71, -5.69, 0.00], [3.01, -3.96, -1.26], [3.49, -2.84, 0.01], [2.52, -2.27, -1.34], [3.07, 0.00, 0.67], [5.46, -1.31, 2.37]],
  "lumo_ev": [-0.7, -2.0],
  "homo_energy_ev": [-7.35, -7.46],
  "spin_multiplicity": 2,
  "e_tot_ev": -159106.00295
}